No. 1
{
  "formula": "C27H23BrCsN5O4S",
  "method": "ωB97M-V/def2-TZVPD",
  "charge": 0,
  "max_force_ev_per_a": 0.5,
  "homo_energy_ha": -0.293,
  "mol_weight_g_mol": 726.4,
  "e_above_lowest_kcal_mol": 0.0,
  "symbols": ["Cs", "C", "O", "C", "C", "C", "C", "C", "C", "C", "N", "C", "C", "N", "C", "C", "C", "C", "N", "C", "C", "N", "C", "C", "C", "C", "H", "H", "H", "H", "H", "H", "H", "H", "H", "H", "H", "H", "H", "H", "C", "C", "C", "C", "C", "Br", "N", "C", "H", "H", "H", "H", "H", "H", "C", "S", "O", "O", "O", "H", "H", "H"],
  "coordinates": [[0.2901, 0.1892, 0.0623], [-1.3630, -14.4089, -3.0263], [-2.3093, -13.5859, -2.3676], [-1.9691, -12.2923, -2.1444], [-0.7477, -11.7281, -2.4986], [-0.5074, -10.3905, -2.2232], [-1.4641, -9.5996, -1.6004], [-2.6847, -10.1804, -1.2524], [-2.9376, -11.5097, -1.5177], [-1.1600, -8.1899, -1.3442], [-0.0668, -7.5735, -1.7261], [-0.2081, -6.2811, -1.2855], [-1.3947, -6.1170, -0.6223], [-2.0044, -7.3484, -0.6667], [-1.8243, -4.8715, -0.0699], [-3.0329, -4.6641, 0.6045], [-3.3358, -3.4095, 1.0734], [-2.4187, -2.3761, 0.8592], [-1.2715, -2.5584, 0.2335], [-0.9542, -3.7725, -0.2328], [0.3248, -3.9280, -0.9366], [1.1076, -2.8430, -1.0704], [2.2478, -2.9671, -1.7189], [2.6975, -4.1704, -2.2710], [1.9129, -5.2885, -2.1390], [0.6945, -5.1805, -1.4626], [-1.8281, -15.3857, -3.1203], [-0.4434, -14.5010, -2.4434], [-1.1276, -14.0229, -4.0210], [0.0186, -12.3130, -2.9849], [0.4389, -9.9443, -2.4964], [-3.4657, -9.6020, -0.7733], [-3.8816, -11.9660, -1.2531], [-2.8868, -7.5984, -0.2596], [-3.7275, -5.4824, 0.7539], [-4.2628, -3.2146, 1.5944], [-2.6267, -1.3633, 1.1948], [2.8477, -2.0679, -1.8197], [3.6458, -4.2015, -2.7900], [2.2096, -6.2449, -2.5488], [3.7357, -0.0293, 5.7084], [3.8518, 0.3919, 4.2727], [4.7452, 1.3732, 3.8561], [4.7892, 1.7575, 2.5274], [3.9151, 1.1283, 1.6591], [3.8718, 1.6449, -0.1727], [3.0680, 0.1877, 2.0100], [3.0428, -0.1703, 3.2938], [4.6219, 0.2511, 6.2763], [3.6048, -1.1075, 5.7987], [2.8765, 0.4475, 6.1838], [5.4068, 1.8453, 4.5722], [5.4671, 2.5211, 2.1764], [2.3332, -0.9489, 3.5546], [-3.5826, 3.2582, 0.1725], [-2.0003, 2.5993, 0.6111], [-1.2231, 2.5101, -0.6364], [-1.4339, 3.5013, 1.5892], [-2.2468, 1.2416, 1.1281], [-3.4426, 4.2506, -0.2499], [-4.1937, 3.3210, 1.0705], [-4.0529, 2.6015, -0.5561]],
  "forces_ev_per_a": [[0.2772, -0.2405, -0.0445], [-0.0068, -0.0105, 0.0033], [0.0087, 0.0135, -0.0026], [-0.0160, -0.0500, -0.0105], [-0.0147, 0.0346, 0.0183], [0.0164, -0.0478, -0.0221], [0.0130, 0.0175, -0.0021], [-0.0239, -0.0489, 0.0021], [0.0177, 0.0218, 0.0028], [-0.0081, 0.0284, 0.0452], [-0.0231, 0.0026, -0.0312], [0.0849, -0.0273, -0.0220], [-0.1225, 0.0339, 0.0196], [0.0507, -0.0363, -0.0104], [0.1056, 0.0095, -0.0419], [-0.0496, 0.0737, 0.0472], [-0.0446, -0.0712, 0.0054], [0.0393, 0.0150, -0.0454], [0.0101, 0.2242, 0.0581], [-0.1177, -0.1021, 0.0373], [0.0342, -0.0888, -0.0590], [-0.0062, 0.1117, -0.0162], [-0.0585, -0.0268, 0.0215], [0.0446, -0.0252, -0.0212], [0.0831, 0.0282, -0.0409], [-0.0521, 0.0596, 0.0657], [-0.0005, -0.0001, 0.0010], [0.0019, 0.0033, -0.0008], [0.0027, -0.0002, 0.0002], [0.0005, -0.0038, -0.0006], [-0.0055, 0.0183, 0.0069], [0.0143, 0.0217, -0.0038], [-0.0019, 0.0012, 0.0000], [-0.0029, 0.0013, -0.0043], [0.0110, -0.0133, -0.0117], [0.0040, 0.0118, -0.0035], [-0.0197, -0.0075, 0.0130], [0.0086, 0.0005, 0.0392], [-0.0058, -0.0231, -0.0040], [-0.0223, -0.0125, 0.0083], [0.0022, -0.0069, 0.0832], [0.0173, 0.0128, -0.0362], [-0.0134, -0.0051, -0.0119], [0.0341, 0.0393, -0.0010], [-0.1058, -0.0408, -0.0393], [0.1004, 0.0151, 0.0008], [-0.0854, -0.0104, 0.0132], [0.0409, 0.0064, 0.0289], [0.0119, 0.0018, -0.0247], [-0.0116, -0.0013, -0.0234], [-0.0036, 0.0004, -0.0162], [-0.0015, -0.0085, 0.0092], [-0.0061, 0.0027, -0.0030], [-0.0028, -0.0009, -0.0069], [-0.1961, 0.0346, -0.0612], [0.3232, -0.3636, -0.2171], [-0.2343, 0.3510, -0.0037], [-0.0071, 0.1206, 0.1177], [-0.2247, 0.0039, 0.1772], [0.0567, -0.0108, 0.0019], [0.0444, -0.0221, 0.0214], [0.0350, -0.0147, -0.0055]],
  "mulliken_charge": [1.099, -0.842, -0.463, 0.948, -0.378, -0.855, 0.292, -0.473, -0.743, 0.312, -0.770, 0.339, 0.116, -0.127, 0.736, -0.228, -0.901, -0.431, -0.344, -0.248, -0.388, -0.291, -0.282, -0.785, -0.325, 0.776, 0.242, 0.341, 0.342, 0.389, 0.459, 0.254, 0.415, 0.166, 0.378, 0.433, 0.521, 0.430, 0.402, 0.552, -1.315, 0.706, -0.379, -0.404, 0.112, -0.175, -0.298, -0.428, 0.369, 0.357, 0.275, 0.371, 0.389, 0.395, -0.934, 1.056, -0.766, -0.636, -0.650, 0.314, 0.295, 0.278]
}

No. 2
{
  "formula": "C27H23MnN15O2S2",
  "method": "ωB97M-V/def2-TZVPD",
  "multiplicity": 5,
  "charge": -1,
  "max_force_ev_per_a": 0.5,
  "homo_energy_ha": [-0.220, -0.221],
  "mol_weight_g_mol": 708.7,
  "e_above_lowest_kcal_mol": 15.3,
  "symbols": ["Mn", "C", "C", "C", "C", "C", "C", "C", "S", "O", "O", "N", "C", "C", "C", "C", "C", "N", "H", "H", "H", "H", "H", "H", "H", "H", "H", "H", "H", "N", "C", "N", "N", "N", "N", "C", "N", "N", "N", "N", "H", "C", "C", "C", "N", "N", "C", "N", "S", "H", "H", "H", "H", "H", "H", "H", "N", "C", "C", "C", "C", "C", "C", "C", "C", "C", "H", "H", "H", "H"],
  "coordinates": [[1.1829, -0.5310, 0.4322], [-4.0685, 0.0657, -5.5016], [-3.4806, 0.3140, -4.1385], [-3.7656, 1.4872, -3.4430], [-3.2055, 1.7306, -2.1996], [-2.3391, 0.7998, -1.6399], [-2.0437, -0.3754, -2.3132], [-2.6207, -0.6099, -3.5540], [-1.6684, 1.1698, -0.0318], [-0.7746, 2.2849, -0.1486], [-2.8193, 1.3168, 0.8254], [-0.8172, -0.1359, 0.3637], [-1.4264, -1.2396, 0.9671], [-2.7837, -1.5790, 0.9588], [-3.1491, -2.7725, 1.5454], [-2.1896, -3.6018, 2.1202], [-0.8757, -3.1788, 2.0813], [-0.5125, -2.0250, 1.5336], [-5.0493, 0.5316, -5.6004], [-4.1752, -1.0013, -5.6960], [-3.4274, 0.4797, -6.2839], [-4.4410, 2.2157, -3.8781], [-3.4405, 2.6374, -1.6566], [-1.3596, -1.1016, -1.8903], [-2.3894, -1.5327, -4.0738], [-3.5189, -0.9283, 0.5133], [-4.1923, -3.0642, 1.5446], [-2.4509, -4.5479, 2.5721], [-0.0756, -3.7805, 2.4977], [3.2712, -3.2750, 0.4909], [2.1455, -3.4079, -0.3091], [1.7904, -4.5162, -0.9298], [0.6546, -4.1712, -1.5776], [0.3625, -2.9380, -1.3577], [1.3027, -2.4118, -0.5391], [3.8232, -2.0342, 0.7111], [5.1037, -1.8104, 0.9347], [5.1906, -0.4625, 1.0584], [4.0470, 0.0906, 0.9061], [3.1302, -0.8893, 0.6780], [3.9141, -4.0483, 0.4868], [-0.5235, 3.3268, -3.6458], [-0.1603, 2.0129, -4.3341], [0.8126, 1.2189, -3.5175], [0.6217, 0.9278, -2.2902], [1.6180, 0.1789, -1.7271], [2.5830, -0.0841, -2.5671], [3.6763, -0.8217, -2.2801], [2.3107, 0.5776, -4.1424], [-1.3174, 3.8355, -4.1942], [0.3407, 3.9908, -3.5946], [-0.8604, 3.1367, -2.6275], [0.2593, 2.1920, -5.3264], [-1.0573, 1.4013, -4.4681], [3.8793, -0.9849, -1.3043], [4.4584, -0.7978, -2.9070], [1.6879, 3.4829, 9.5414], [1.6238, 3.0312, 8.4856], [1.5422, 2.4634, 7.1660], [2.6123, 2.5967, 6.2825], [2.5328, 2.0467, 5.0182], [1.3849, 1.3566, 4.6141], [0.3169, 1.2324, 5.5082], [0.3930, 1.7791, 6.7743], [1.3096, 0.7871, 3.3063], [1.2458, 0.3055, 2.1973], [3.5009, 3.1290, 6.5942], [3.3570, 2.1378, 4.3243], [-0.5722, 0.7052, 5.1905], [-0.4344, 1.6824, 7.4643]],
  "forces_ev_per_a": [[-0.1844, -0.5035, -0.0455], [-0.0053, 0.0001, -0.0035], [-0.0347, -0.0084, 0.0157], [-0.0229, 0.0071, -0.0129], [0.0006, -0.0644, 0.0325], [-0.0872, 0.0263, -0.0502], [-0.0329, -0.0041, 0.0149], [-0.0172, -0.0294, 0.0173], [-0.0068, 0.0131, 0.0105], [0.0129, 0.0374, -0.0079], [0.0030, 0.0267, 0.0153], [0.0134, -0.3354, -0.0242], [0.1749, 0.1285, -0.0804], [-0.0513, -0.0339, 0.0051], [0.0223, -0.0352, 0.0192], [-0.0159, 0.0355, -0.0257], [-0.0481, 0.0130, -0.0007], [0.1095, -0.0583, 0.0771], [0.0000, 0.0037, 0.0009], [0.0040, -0.0041, 0.0019], [0.0048, 0.0035, -0.0064], [0.0008, 0.0006, 0.0024], [-0.0004, 0.0105, -0.0002], [-0.0124, -0.0237, 0.0141], [0.0056, -0.0088, 0.0017], [0.0216, 0.0054, -0.0077], [0.0000, -0.0065, 0.0082], [-0.0096, -0.0037, 0.0012], [0.0032, 0.0038, 0.0096], [-0.0519, -0.0019, 0.0903], [0.0743, -0.0361, 0.0293], [-0.0678, 0.0359, 0.0092], [0.0558, -0.0148, 0.0031], [-0.0061, 0.0366, 0.0187], [-0.2041, 0.2121, -0.1621], [-0.0017, -0.1246, -0.0186], [-0.0685, 0.0480, 0.0452], [0.0278, -0.0326, -0.0610], [0.0285, -0.0084, 0.0927], [0.0956, 0.0553, 0.0998], [0.0307, 0.0041, -0.0602], [0.0231, 0.0427, 0.0003], [0.0008, -0.0252, -0.0084], [-0.0366, 0.0279, -0.1107], [0.0754, -0.0823, 0.0255], [-0.0561, 0.3214, 0.1297], [0.1406, -0.0852, 0.0768], [0.0247, -0.0722, -0.0225], [-0.0124, 0.0064, -0.0154], [-0.0081, 0.0007, 0.0056], [0.0164, 0.0029, -0.0010], [0.0286, 0.0210, -0.0202], [-0.0060, 0.0115, 0.0016], [0.0391, 0.0330, 0.0094], [-0.0286, 0.0587, -0.1089], [0.0112, 0.0259, -0.0056], [0.0025, 0.0091, 0.0159], [-0.0061, -0.0336, -0.0797], [0.0120, 0.0404, 0.0988], [0.0066, -0.0046, -0.0190], [0.0042, -0.0055, 0.0191], [0.0170, -0.0197, -0.0635], [-0.0200, 0.0110, 0.0168], [-0.0126, -0.0118, -0.0229], [-0.0370, -0.0112, 0.0125], [0.0553, 0.3684, -0.0016], [0.0009, 0.0017, 0.0021], [0.0032, 0.0013, -0.0027], [0.0005, -0.0035, -0.0032], [0.0012, 0.0009, 0.0025]],
  "mulliken_spin": [4.045, 0.000, 0.000, 0.000, -0.002, 0.000, -0.002, 0.000, 0.022, 0.002, -0.004, -0.130, 0.035, 0.002, -0.001, 0.005, 0.008, 0.003, 0.000, 0.000, 0.000, 0.000, 0.000, 0.019, 0.000, 0.000, 0.000, 0.000, 0.000, 0.011, 0.000, -0.001, 0.008, 0.015, -0.001, 0.029, -0.005, 0.010, 0.005, -0.029, -0.001, 0.000, 0.000, -0.008, -0.003, 0.055, 0.017, 0.001, 0.005, 0.000, 0.000, 0.000, 0.000, 0.000, 0.001, 0.000, 0.005, -0.002, 0.013, -0.007, 0.018, -0.024, 0.015, -0.007, 0.049, -0.169, 0.000, 0.000, 0.000, 0.000]
}

Here are the calculated E numbers, same order: -4609.89006, -3961.94502 (Ha).